Entry from OMol25: a molecular structure, C43H79N5O16S (ωB97M-V/def2-TZVPD).

The geometry in XYZ format:
```
144
Properties=species:S:1:pos:R:3:forces:R:3
S -0.789006 -0.542750 5.057149 -0.1 0.0 0.9
O -9.578094 2.979640 1.167514 0.0 -0.1 0.0
O -7.738447 -9.968315 -1.879195 0.0 0.1 0.0
O 10.591145 6.608946 0.199353 0.0 -0.1 0.1
O 11.237600 5.392839 -1.595820 0.1 -0.1 0.1
O 1.809184 -5.072890 2.317675 0.9 0.4 0.0
O 5.146512 4.544649 -1.308910 0.0 -0.2 -0.1
O 1.573757 6.077639 5.206681 0.0 -0.1 0.0
O 12.696331 5.824007 -0.061994 0.0 0.0 0.0
O -9.465374 2.250971 -0.971807 0.0 -0.2 0.0
O -0.153207 5.140427 6.326673 0.1 0.0 0.0
O -8.222648 1.292020 0.512890 -0.1 -0.1 0.0
O 6.779700 5.101241 -2.770240 0.0 -0.1 -0.1
O 4.844599 4.116350 -3.403469 0.1 -0.1 0.0
O -6.665546 -8.059107 -2.442331 -0.1 0.1 0.0
O 0.758022 4.215905 4.473518 0.2 0.0 0.1
O -6.752696 -8.615423 -0.356035 -0.1 0.2 -0.1
N -8.474659 -3.648282 -1.168765 0.4 0.4 -0.1
N -7.104499 -2.231732 0.035705 0.4 -0.2 -0.8
N -2.009112 -0.984859 4.076796 1.9 0.7 -0.6
N 0.402537 -0.080208 4.072048 -1.4 -0.8 -0.8
N -6.303540 -4.463356 -0.679485 0.2 1.0 0.6
C 5.701756 4.626878 -2.516000 -0.2 0.2 0.2
C 2.229762 -3.973853 3.102585 -0.6 0.8 0.6
C 2.463443 0.992191 -2.332339 0.5 -1.0 1.3
C 3.665991 -2.155556 -1.549443 -0.9 0.7 -0.6
C -1.463383 -0.712266 0.398255 0.4 0.0 0.4
C -10.420045 3.246708 -1.363897 -0.3 0.4 -0.2
C 0.648682 5.138071 5.428728 -0.1 0.0 -0.2
C 9.704628 6.876769 -2.773085 0.1 0.3 0.1
C -1.549928 3.574112 4.024545 -0.1 0.3 0.0
C -6.174673 -1.356626 -0.710871 1.3 0.2 0.7
C -0.192246 3.141003 4.538113 -0.4 -0.3 -0.1
C -9.779593 4.614895 -1.473993 0.3 0.1 0.2
C -7.707777 1.238862 1.846028 0.2 -0.1 0.3
C -7.130414 -9.517460 0.694705 0.0 -0.4 0.4
C -0.064916 -0.224935 0.412484 -1.0 -0.1 -0.6
C 2.748536 -6.117309 0.345367 1.0 0.7 0.3
C 3.908943 0.377374 -2.102326 -0.7 0.1 -1.6
C 5.925036 5.088263 -0.230694 0.2 0.3 0.4
C 9.918513 5.512445 -2.153488 -0.5 0.1 -0.3
C -3.788323 -0.606199 -0.729117 0.2 -0.7 -1.1
C -6.224800 -10.730614 0.734850 0.1 -0.1 -0.3
C 1.715438 1.102142 -0.949579 -0.8 0.4 -1.2
C 0.604856 0.007750 -0.940773 1.2 0.1 0.8
C -6.905653 -8.373830 -3.815826 0.0 0.0 -0.3
C -2.261037 -0.948906 -0.888733 -0.4 0.7 -0.1
C -9.140662 2.244630 0.321586 0.1 0.1 -0.2
C 2.934680 -4.641160 -1.808266 -0.7 0.9 0.9
C 5.275956 4.236871 -4.760171 0.0 -0.1 -0.3
C 2.885630 -5.889964 1.877713 0.0 -1.0 -0.7
C -1.468729 -0.779131 2.855071 0.4 0.1 -1.4
C -4.696399 -1.873904 -0.718450 -0.4 1.4 0.0
C 3.998162 -1.084255 -2.654998 1.2 0.0 0.9
C -7.325109 -3.454488 -0.638923 -1.4 -0.7 -0.6
C 2.517518 -3.138964 -1.943739 0.4 -0.6 0.4
C -7.122004 -8.978635 -1.585516 0.2 -0.1 0.1
C 3.450684 -4.897885 -0.354062 -0.3 -1.0 -0.3
C 0.584411 -0.004823 1.601485 -0.5 -0.2 -0.4
C 1.505901 7.183321 6.107221 0.1 0.3 0.1
C 5.858163 6.600823 -0.205763 -0.1 0.1 -0.3
C 13.057468 6.506051 1.139004 0.2 0.1 0.2
C 11.420959 5.996661 -0.423325 0.0 0.1 -0.2
C -2.097287 -0.979326 1.582323 -0.5 -0.1 0.3
C -0.108206 -0.281346 2.823397 0.1 0.2 0.8
H 6.376281 6.992626 0.669812 0.0 -0.1 0.0
H -5.179067 -10.424843 0.799953 0.0 0.0 0.1
H -4.517214 -2.442371 -1.646483 0.1 0.0 0.6
H 4.606652 1.016891 -2.676643 0.0 -0.3 0.5
H 5.058125 -1.255171 -2.932692 -0.5 0.1 -0.1
H 6.273525 3.822279 -4.895866 0.0 0.1 0.1
H -1.917840 -0.316567 -1.726162 0.2 -0.3 0.6
H 0.197929 2.348791 3.905301 0.3 0.2 0.0
H -8.511017 1.160125 2.576381 0.0 0.1 -0.1
H -1.986694 4.343887 4.661249 0.0 -0.1 0.1
H -4.468558 -2.467801 0.179049 -0.3 -0.1 -0.5
H -7.081269 0.351912 1.918290 -0.1 0.0 -0.2
H 1.671972 -3.020992 -1.235398 0.3 0.0 -0.4
H 3.674535 -4.939849 -2.566117 -0.4 0.0 0.2
H 3.404797 -1.224849 -3.572580 0.1 0.1 0.4
H 2.376723 7.807800 5.922064 0.0 -0.2 -0.2
H 1.989343 -5.210017 -1.896961 0.6 0.0 -0.4
H -2.133252 -1.987858 -1.252567 -0.1 0.4 0.3
H -3.976196 0.066076 0.123847 0.1 -0.4 -0.2
H 8.736268 6.921155 -3.271068 0.0 -0.1 0.0
H -6.421681 -5.046737 0.144634 0.4 0.0 -0.2
H -10.493551 5.342396 -1.861579 0.0 0.0 0.0
H -1.461566 3.998439 3.022453 0.0 -0.2 0.0
H -6.464325 -11.359378 1.592889 0.0 0.1 0.0
H -7.034034 -8.958544 1.624825 0.1 0.2 -0.2
H 1.229228 2.095805 -0.889937 0.2 -0.4 0.2
H -6.328205 -11.330477 -0.169245 -0.1 0.0 0.0
H -8.913753 4.579154 -2.137708 -0.1 0.0 -0.1
H -2.235755 2.725663 3.991867 0.1 0.0 0.0
H -6.366668 -5.018048 -1.525068 -0.2 -0.1 0.3
H -6.519710 -1.118340 -1.738279 0.1 -0.4 0.4
H 2.409649 1.036590 -0.101143 -0.2 -0.1 -0.4
H -8.505649 -4.579567 -1.582918 -0.2 0.0 0.2
H -6.128451 -0.383416 -0.185935 -0.4 -0.5 -0.1
H 5.494894 4.688011 0.686470 -0.2 -0.1 -0.2
H 3.300265 -4.029329 0.310204 0.0 -0.1 -0.5
H 1.691324 -6.200837 0.048489 0.3 0.0 0.2
H 1.925492 0.245075 -2.947816 0.1 0.6 0.1
H -7.958380 -8.586211 -3.993859 0.0 -0.1 0.1
H 14.062554 6.187139 1.404687 0.0 -0.1 -0.2
H 5.251391 5.282142 -5.067653 0.1 0.0 0.0
H 6.316576 7.031471 -1.096223 0.1 -0.1 0.1
H -11.267481 3.253286 -0.677099 0.2 0.0 0.1
H 1.607282 0.381557 1.608857 -0.5 -0.2 0.2
H 3.327916 -1.588890 -0.660746 0.3 -0.4 -0.2
H 6.954738 4.732255 -0.287408 0.0 0.0 -0.2
H -0.089396 0.250719 -1.755503 0.1 -0.1 0.5
H 4.185682 0.355114 -1.036842 0.0 0.3 -0.4
H 3.296343 -7.029199 0.048814 -0.4 0.2 0.1
H 2.469476 1.937793 -2.892999 0.2 -0.2 0.4
H 4.531149 -5.135219 -0.376613 -0.4 0.3 0.1
H 9.839371 4.746734 -2.923610 0.2 -0.1 0.1
H 3.882092 -5.434220 2.047160 -0.5 0.0 0.1
H -6.619665 -7.504764 -4.403662 0.1 0.1 0.2
H 4.819821 6.936783 -0.184110 0.0 -0.1 0.1
H -0.253344 2.744851 5.552760 0.0 0.2 0.0
H -7.096001 2.118792 2.044406 -0.1 0.0 0.1
H 12.382367 6.253268 1.954963 -0.1 0.1 -0.1
H 3.143636 -3.477081 2.726254 -0.2 -0.4 0.0
H 10.490025 7.093760 -3.500054 -0.1 -0.1 -0.1
H -10.796536 2.939817 -2.339003 0.2 -0.2 0.0
H 2.897553 -6.855663 2.422371 -0.2 0.4 -0.1
H 1.527339 6.850373 7.143593 -0.1 0.0 0.0
H 1.106418 -0.940214 -1.227960 -0.4 0.3 0.1
H 13.063380 7.582610 0.968988 -0.1 0.0 0.1
H -6.289058 -9.220143 -4.117178 -0.1 -0.1 0.0
H -9.426316 4.964537 -0.504002 -0.1 0.0 0.0
H -4.094766 -0.030962 -1.628274 0.2 -0.2 0.4
H 2.372409 -4.226134 4.174638 0.1 -0.1 -0.5
H 0.606414 7.767482 5.913256 0.0 -0.1 0.1
H -7.999558 -1.743072 0.026239 0.0 -0.4 0.2
H -3.133179 -1.337245 1.588197 0.4 0.1 0.0
H 2.112849 -2.920320 -2.948625 0.3 -0.1 0.3
H 1.427439 -3.210117 3.081079 0.3 -0.4 -0.1
H 9.740165 7.663193 -2.018588 -0.1 -0.1 0.0
H 9.163655 5.290936 -1.399668 0.1 0.1 0.1
H 4.588598 -2.688394 -1.270122 -0.4 0.1 -0.1
H 4.576930 3.674394 -5.374666 -0.1 0.0 0.2
H -8.178923 -9.800940 0.594561 0.1 0.0 -0.2
```
Forces are in eV/Å.

Output
E_LUMO = -0.4 eV
HOMO = -8.9 eV
gap between HOMO and LUMO = 0.3105 Eh